20
Properties=species:S:1:pos:R:3:forces:R:3 method="wB97M-V/def2-TZVPD" energy_ev=-81458.555 homo_energy_ev="-5.408 / -8.512" orbital_gap_ev="5.838 / 6.729" lumo_ev="0.4 / -1.8" spin_multiplicity=3
C -0.2574 0.1398 2.4519 -0.6 -1.2 0.4
C 0.1052 -1.2372 2.6868 0.3 2.5 -0.8
C -0.5284 0.5884 1.1773 0.4 -1.8 -1.6
C 0.3781 -2.0219 1.6155 0.1 -2.9 0.4
C -0.4221 -0.2858 0.0860 1.1 -0.5 0.5
C -0.0153 -1.6753 0.3023 0.1 0.1 1.4
C -0.5046 -0.7827 -2.2158 -0.1 1.5 -0.2
C 0.4744 1.3712 -1.4162 -2.8 -0.4 -4.9
N -0.2672 0.1350 -1.2118 -0.5 -0.5 -0.4
N -0.0383 -2.4659 -0.7371 1.2 -1.0 -0.9
Br 1.2796 -3.8217 -0.9508 -0.6 0.2 0.8
H -0.4780 0.9054 3.1722 0.3 -0.3 1.0
H 0.3456 -1.6809 3.6105 0.0 0.2 1.3
H -0.7728 1.5871 0.9401 -0.2 1.0 0.2
H 0.7591 -3.0999 1.8532 -0.8 2.1 -0.9
H -1.2873 -1.4318 -2.2963 -2.3 -1.1 1.0
H -0.1375 -0.7013 -3.1597 1.9 1.1 -2.3
H 0.9433 1.4414 -2.4987 -1.1 -0.4 2.2
H -0.2960 2.1305 -1.3322 0.6 0.9 0.1
H 1.2037 1.3934 -0.7389 3.0 0.7 2.8